[1]
Below is 4 unconnected molecules or ions with the total composition C12H32O12S4, with properties calculated with ωB97M-V with the def2-TZVPD basis set.

Each atom is followed by the atoms it is bonded to, with distances in Å.
CARTESIAN COORDINATES (ANGSTROEM)
1 C -4.70260 1.82503 -5.55740  C2 1.498, H8 1.117, H9 1.162, H10 1.137
2 C -3.48760 1.82603 -4.68140  C1 1.498, O3 1.406, H11 1.134, H12 1.172
3 O -2.93460 0.53303 -4.66040  C2 1.406, S4 1.704
4 S -1.29660 0.23203 -4.29940  O3 1.704, C5 1.671, O6 1.363, O7 1.469
5 C -1.15360 -1.42597 -4.14740  S4 1.671, H13 1.090, H14 1.109, H15 1.078
6 O -0.59860 0.73003 -5.35840  S4 1.363
7 O -1.20160 0.89403 -2.99140  S4 1.469
8 H -4.42160 1.56603 -6.60740  C1 1.117
9 H -5.48460 2.67803 -5.66240  C1 1.162
10 H -5.34260 1.07703 -4.98840  C1 1.137
11 H -2.73560 2.45503 -5.25040  C2 1.134
12 H -3.48160 2.19903 -3.57040  C2 1.172
13 H -1.23360 -1.73997 -5.18840  C5 1.090
14 H -1.96760 -1.87497 -3.54240  C5 1.109
15 H -0.20360 -1.89597 -3.94940  C5 1.078
16 C 1.29340 0.09403 -0.44640  C17 1.444, H23 1.050, H24 1.220, H25 1.226
17 C 0.27740 0.95503 0.11160  C16 1.444, O18 1.431, H26 1.198, H27 0.922
18 O -0.03860 0.45703 1.41560  C17 1.431, S19 1.671
19 S -1.24060 1.31103 2.20160  O18 1.671, C20 1.738, O21 1.424, O22 1.438
20 C -1.95160 0.20403 3.33760  S19 1.738, H28 1.113, H29 1.012, H30 1.004
21 O -0.40460 2.27103 2.84060  S19 1.424
22 O -2.13460 1.90703 1.24560  S19 1.438
23 H 1.59840 0.46003 -1.38240  C16 1.050
24 H 0.86740 -1.04297 -0.56540  C16 1.220
25 H 2.30140 0.01703 0.24760  C16 1.226
26 H 0.48540 2.12903 0.23160  C17 1.198
27 H -0.47760 1.06803 -0.40540  C17 0.922
28 H -2.52460 0.99103 3.87660  C20 1.113
29 H -1.12860 -0.20397 3.76160  C20 1.012
30 H -2.30560 -0.69597 3.06860  C20 1.004
31 C 1.21240 -3.56597 1.64160  C32 1.517, H38 1.232, H39 0.946, H40 0.922
32 C -0.23060 -3.29997 1.25560  C31 1.517, O33 1.434, H41 1.042, H42 1.066
33 O -0.74860 -4.12797 0.20560  C32 1.434, S34 1.681
34 S -2.18660 -3.72797 -0.56840  O33 1.681, C35 1.692, O36 1.434, O37 1.465
35 C -2.31660 -4.63397 -1.99140  S34 1.692, H43 1.026, H44 1.063, H45 0.988
36 O -3.06560 -4.06297 0.51360  S34 1.434
37 O -1.92660 -2.34797 -0.98540  S34 1.465
38 H 1.56740 -2.85797 2.58560  C31 1.232
39 H 1.87040 -3.39097 0.98460  C31 0.946
40 H 1.14240 -4.44097 1.92460  C31 0.922
41 H -0.71860 -3.54897 2.14160  C32 1.042
42 H -0.40560 -2.26397 1.07760  C32 1.066
43 H -1.45960 -5.14997 -2.21740  C35 1.026
44 H -2.46060 -4.05197 -2.86940  C35 1.063
45 H -3.06660 -5.27697 -2.02340  C35 0.988
46 C 3.47240 0.00003 3.42560  C47 1.583, H53 1.180, H54 1.133, H55 0.957
47 C 2.93940 1.48603 3.30360  C46 1.583, O48 1.366, H56 1.082, H57 1.140
48 O 4.08140 2.23603 3.30260  C47 1.366, S49 1.786
49 S 3.77140 3.99403 3.36060  O48 1.786, C50 1.780, O51 1.445, O52 1.396
50 C 5.36540 4.66503 2.94160  S49 1.780, H58 1.071, H59 1.239, H60 1.133
51 O 2.82440 4.35503 2.33060  S49 1.445
52 O 3.42640 4.19703 4.69760  S49 1.396
53 H 2.50840 -0.67897 3.46860  C46 1.180
54 H 4.12740 -0.00397 4.35060  C46 1.133
55 H 4.11040 -0.15397 2.72860  C46 0.957
56 H 2.47240 1.58003 2.33260  C47 1.082
57 H 2.13140 1.73303 4.06860  C47 1.140
58 H 5.72440 4.49203 1.94760  C50 1.071
59 H 6.07640 4.08203 3.77160  C50 1.239
60 H 5.39040 5.76503 3.21060  C50 1.133

total energy: -2971.65431 a.u.
charge: 0
SMILES: CCOS(C)(=O)=O.CCOS(C)(=O)=O.CCOS(C)(=O)=O.CCOS(C)(=O)=O
LUMO: 0.002 Ha
energy relative to the best compared isomer or geometry (same formula, charge and spin): 912.10 kJ/mol

[2]
Below is 2 unconnected molecules or ions with the total composition C4H5NO2, with properties calculated with ωB97M-V with the def2-TZVPD basis set.

Each atom is followed by the atoms it is bonded to, with distances in Å.
CARTESIAN COORDINATES (ANGSTROEM)
1 O -1.89241 -0.30319 1.25792  C2 1.208
2 C -1.66306 -0.20318 0.07609  O1 1.208, C3 1.494, H8 1.105
3 C -0.57918 0.67319 -0.46222  C2 1.494, C4 1.357, H9 1.087
4 C 0.24925 1.34056 0.37983  C3 1.357, H10 1.085, H11 1.086
5 N 1.66377 -0.18371 0.38046  C6 1.265
6 C 1.24996 -1.22826 -0.20086  N5 1.265, O7 1.213, H12 1.185
7 O 0.37960 -1.79090 -0.83201  C6 1.213
8 H -2.26189 -0.74064 -0.68110  C2 1.105
9 H -0.46340 0.72915 -1.54125  C3 1.087
10 H 0.96628 2.06667 0.01267  C4 1.085
11 H 0.05899 1.29968 1.44815  C4 1.086
12 H 2.29208 -1.65936 0.16230  C6 1.185

total energy: -360.50307 a.u.
charge: 0
LUMO: -0.056 Ha
energy relative to the best compared isomer or geometry (same formula, charge and spin): 436.75 kJ/mol

[3]
Below is C4H8O2 in the gas phase, with properties calculated with ωB97M-V with the def2-TZVPD basis set.

Each atom is followed by the atoms it is bonded to, with distances in Å.
CARTESIAN COORDINATES (ANGSTROEM)
1 C 1.55487 0.76843 -0.54306  O2 1.411, H7 1.094, H8 1.098, H9 1.097
2 O 1.14767 -0.58287 -0.54471  C1 1.411, C3 1.409
3 C 0.32363 -0.95121 0.53709  O2 1.409, C4 1.538, H10 1.101, H11 1.096
4 C -1.16562 -0.78770 0.19070  C3 1.538, C5 1.511, H12 1.095, H13 1.096
5 C -1.51972 0.65256 -0.10045  C4 1.511, O6 1.209, H14 1.112
6 O -1.84831 1.44527 0.75150  C5 1.209
7 H 1.75469 1.05187 -1.58060  C1 1.094
8 H 2.46822 0.90985 0.05035  C1 1.098
9 H 0.78368 1.43954 -0.14385  C1 1.097
10 H 0.56201 -0.37526 1.44420  C3 1.101
11 H 0.52684 -2.00644 0.75006  C3 1.096
12 H -1.77067 -1.12538 1.03873  C4 1.095
13 H -1.38558 -1.40611 -0.68658  C4 1.096
14 H -1.43173 0.96744 -1.16338  C5 1.112

total energy: -307.64890 a.u.
charge: 0
SMILES: COCCC=O
LUMO: 0.033 Ha
energy relative to the best compared isomer or geometry (same formula, charge and spin): 166.81 kJ/mol

Orbital gap (eV)
10.00 8.83 10.73
Maximum force (hartree/bohr)
0.18906 0.01142 0.00960